[1]
Formula: C57H49AuF3OP2SSbSi
Source: OMol25
Level of theory: ωB97M-V with the def2-TZVPD basis set

The HOMO-LUMO gap (spin up / spin down) comes out at 6.786 / 5.222 eV.

```
! RIJCOSX wB97M-V def2-TZVPD def2/J DEFGRID3
* xyz 2 3
Au 0.12155 -0.24824 0.33176
C -1.96848 3.00662 -1.00096
Si -1.72647 1.73427 0.32886
C -1.49237 2.57232 1.97883
C -2.05218 3.83880 2.19651
C -1.89578 4.49208 3.40803
C -1.16219 3.89869 4.42916
C -0.58410 2.65833 4.22986
C -0.75264 1.99792 3.01073
P 0.15064 0.44428 2.76934
C -0.30383 -0.66970 4.11053
C -1.46548 -0.46116 4.85531
C -1.76844 -1.30174 5.91714
C -0.92911 -2.36129 6.22920
C 0.20268 -2.60401 5.46035
C 0.50591 -1.77217 4.39608
C 1.85991 1.01415 3.05429
C 2.61630 0.68514 4.17625
C 3.87243 1.25094 4.36149
C 4.37310 2.15804 3.43905
C 3.61488 2.50422 2.32503
C 2.36927 1.93155 2.13121
C -3.26667 0.65122 0.37893
C -4.50634 1.30249 0.43664
C -5.69643 0.59550 0.37025
C -5.68082 -0.78721 0.21803
C -4.47195 -1.45526 0.15794
C -3.27616 -0.73728 0.25933
P -1.74400 -1.66611 0.24179
C -1.64708 -2.77055 1.65737
C -2.66060 -2.87770 2.60384
C -2.56725 -3.83634 3.60595
C -1.46832 -4.67855 3.66732
C -0.43510 -4.55171 2.74325
C -0.51856 -3.59424 1.74901
C -1.81140 -2.70343 -1.23998
C -1.77120 -4.09718 -1.20811
C -1.85310 -4.81516 -2.39513
C -1.96847 -4.15582 -3.60927
C -2.02175 -2.76584 -3.64632
C -1.94427 -2.04913 -2.46732
H -2.85488 3.61019 -0.78639
H -2.12865 2.54129 -1.97626
H -1.10914 3.67649 -1.06488
H -2.62058 4.32335 1.41223
H -2.33793 5.46845 3.55601
H -1.03071 4.40891 5.37399
H 0.00823 2.20994 5.01888
H -2.11564 0.37372 4.63137
H -2.65723 -1.12116 6.50679
H -1.16012 -3.00501 7.06767
H 0.84829 -3.44066 5.69286
H 1.38625 -1.97077 3.79441
H 2.22661 0.00855 4.92496
H 4.44928 0.99731 5.24108
H 5.34274 2.61109 3.59884
H 3.98669 3.23092 1.61419
H 1.78204 2.22246 1.26516
H -4.54646 2.38188 0.53389
H -6.64013 1.12258 0.42144
H -6.60812 -1.33914 0.14339
H -4.45605 -2.53168 0.02870
H -3.52608 -2.22880 2.55933
H -3.36347 -3.93042 4.33239
H -1.40973 -5.43251 4.44133
H 0.42722 -5.20292 2.79868
H 0.28277 -3.49798 1.02231
H -1.69124 -4.62783 -0.27059
H -1.83367 -5.89639 -2.36612
H -2.02587 -4.72319 -4.52873
H -2.12429 -2.24685 -4.59078
H -1.99983 -0.96781 -2.48627
F 4.42099 -3.29246 -4.53540
C 3.52256 -2.38804 -4.12811
C 2.55699 -2.77455 -3.21891
C 1.63844 -1.82451 -2.78805
C 1.68235 -0.51474 -3.26027
C 2.66689 -0.16749 -4.18877
C 3.59731 -1.10051 -4.62750
Sb 0.21826 0.89959 -2.62643
C -0.68748 1.24269 -4.51768
C -2.00272 0.83379 -4.73857
C -2.59908 0.99775 -5.98158
C -1.85898 1.58286 -6.98987
F -2.42197 1.74379 -8.19015
C -0.56067 2.01901 -6.80042
C 0.02213 1.84825 -5.55468
C 1.43625 2.62594 -2.48110
C 2.67219 2.55808 -1.83586
C 3.47797 3.68316 -1.73434
C 3.02401 4.87221 -2.27411
F 3.80074 5.95682 -2.18371
C 1.79790 4.98058 -2.90126
C 1.00391 3.84683 -3.00050
H 2.53051 -3.79860 -2.87020
H 0.87166 -2.12667 -2.08077
H 2.72337 0.84206 -4.57768
H 4.36440 -0.84783 -5.34740
H -2.59103 0.39457 -3.94066
H -3.61779 0.68919 -6.17312
H -0.02932 2.48700 -7.61798
H 1.03431 2.20190 -5.40231
H 3.00686 1.62355 -1.40357
H 4.44777 3.65500 -1.25491
H 1.48466 5.93416 -3.30416
H 0.04365 3.92483 -3.49748
C 4.06914 -1.25739 1.57506
S 3.28535 -1.35804 -0.01551
C 4.62490 -0.78745 -1.02586
O 2.28907 -0.19308 -0.04086
H 4.92895 -1.92852 1.56859
H 3.35060 -1.58979 2.32054
H 4.36795 -0.22652 1.76214
H 5.36403 -1.58734 -1.08328
H 5.05186 0.11476 -0.58788
H 4.21465 -0.59560 -2.01691
*
```



[2]
Formula: C57H49N5O7ReS2
Source: OMol25
Level of theory: ωB97M-V with the def2-TZVPD basis set

The HOMO-LUMO gap (spin up / spin down) comes out at 7.243 / 5.796 eV.

```
! RIJCOSX wB97M-V def2-TZVPD def2/J DEFGRID3
* xyz 2 4
Re 1.29359 -1.12392 -1.80886
O 1.07773 -4.52128 0.48964
C 0.93575 -3.77016 -0.44156
O 0.98833 -2.49813 -0.40158
C 0.66440 -4.36096 -1.87252
C -0.39439 -3.55023 -2.64219
C -0.89027 -4.36996 -3.84192
C 0.33950 -4.31460 -4.77091
C 1.28486 -3.41432 -3.96450
O 0.37499 -2.52804 -3.29323
C 1.88397 -4.23445 -2.80922
C 3.11548 -3.48823 -2.20487
O 4.09655 -4.10728 -1.88612
O 3.02804 -2.19989 -2.13572
H 0.37444 -5.39899 -1.71283
H -1.16869 -3.10876 -2.01653
H -1.18413 -5.37762 -3.56080
H -1.74713 -3.86811 -4.29101
H 0.77631 -5.29056 -4.96027
H 0.10470 -3.86384 -5.73360
H 2.00229 -2.84512 -4.55585
H 2.25756 -5.21156 -3.11823
C -7.01482 1.53002 -3.70748
C -5.71587 1.20472 -3.04884
C -5.67941 0.35949 -1.94091
C -4.48023 0.04841 -1.33129
C -3.29740 0.59417 -1.81500
C -3.31125 1.45768 -2.89721
C -4.51710 1.74911 -3.50940
S -1.84648 0.09514 -0.86914
O -0.74008 -0.12634 -1.89978
C -1.39861 1.70931 -0.20339
C -0.55152 2.57269 -0.90816
C -0.16636 3.75671 -0.33889
C -0.58654 4.10192 0.96425
C -0.17276 5.30150 1.57934
C -0.60482 5.62679 2.83699
C -1.44558 4.75282 3.54371
C -1.84932 3.56889 2.98619
C -1.44776 3.22305 1.67760
C -1.86745 2.01877 1.05311
C -2.79833 1.09267 1.72018
C -4.15415 1.46611 1.94610
C -4.68379 2.70591 1.52549
C -6.01458 2.98747 1.68322
C -6.87983 2.04686 2.25865
C -6.39587 0.83795 2.68240
C -5.02896 0.51797 2.54619
C -4.51945 -0.72900 2.97065
C -3.21785 -1.07363 2.73015
C -2.37188 -0.16484 2.08772
S -0.77749 -0.80675 1.46141
O -1.18243 -2.11343 0.93634
C 0.15459 -1.11168 2.96589
C 0.55564 -2.40453 3.25183
C 1.40594 -2.62510 4.31859
C 1.89163 -1.56040 5.07441
C 2.88602 -1.80399 6.16024
C 1.47302 -0.26535 4.76372
C 0.61437 -0.03044 3.70573
H -7.73574 0.72777 -3.56863
H -6.88708 1.71522 -4.77099
H -7.43876 2.43144 -3.26403
H -6.59577 -0.06411 -1.55820
H -4.45053 -0.62026 -0.48267
H -2.39410 1.89828 -3.25886
H -4.53343 2.41647 -4.35722
H -0.20246 2.29012 -1.88847
H 0.46458 4.44576 -0.87928
H 0.47714 5.96505 1.03006
H -0.29958 6.55776 3.28984
H -1.78527 5.02945 4.52956
H -2.48677 2.89483 3.53753
H -4.03131 3.44158 1.07973
H -6.40666 3.94293 1.36985
H -7.92668 2.28134 2.36927
H -7.05287 0.10407 3.12349
H -5.17691 -1.41914 3.47782
H -2.82182 -2.03574 3.01625
H 0.21292 -3.21969 2.63276
H 1.70137 -3.63360 4.56277
H 2.77152 -2.80058 6.57792
H 2.79197 -1.07265 6.95850
H 3.89417 -1.72832 5.74833
H 1.82983 0.56039 5.36154
H 0.30266 0.97649 3.46307
N 9.52003 -1.90646 4.36000
C 8.50110 -1.59417 3.94360
C 7.25362 -1.21473 3.38516
C 6.79756 0.09939 3.49774
C 5.63303 0.48352 2.86033
C 4.91417 -0.44777 2.11554
C 5.33070 -1.77627 2.06070
C 6.49757 -2.15902 2.68666
N 3.78486 -0.06298 1.36069
C 2.93746 0.98791 1.56341
C 2.01490 0.94343 0.56083
N 2.29939 -0.11179 -0.25760
C 3.37224 -0.69586 0.25759
H 7.36914 0.81617 4.06747
H 5.30681 1.51017 2.91608
H 4.74745 -2.51141 1.52886
H 6.83548 -3.18169 2.63033
H 3.03718 1.66728 2.38323
H 1.19238 1.60141 0.37697
H 3.87632 -1.53255 -0.18785
C 0.19021 2.47481 -5.77507
C 1.09379 1.72145 -4.88366
C 2.46822 1.77354 -4.72634
C 2.78621 0.86865 -3.71335
N 1.65929 0.28374 -3.27468
N 0.64910 0.80443 -4.00688
C 4.12234 0.57843 -3.14763
H 0.75225 3.24864 -6.28602
H -0.61983 2.93578 -5.21030
H -0.24860 1.81623 -6.52346
H 3.15602 2.38024 -5.27563
H -0.30353 0.51566 -3.81735
H 4.89111 0.85467 -3.86429
H 4.21028 -0.47528 -2.89713
H 4.27420 1.15492 -2.23578
*
```



[3]
Formula: C57H50GeIrN8OS3
Source: OMol25
Level of theory: ωB97M-V with the def2-TZVPD basis set

The HOMO-LUMO gap (spin up / spin down) comes out at 4.282 / 4.271 eV.

```
! RIJCOSX wB97M-V def2-TZVPD def2/J DEFGRID3
* xyz -1 1
Ir 0.56396 -0.28592 0.01010
C 0.42878 0.23392 4.31906
C 0.02450 0.14848 3.00670
N 0.89037 -0.03384 2.00824
C 2.21855 -0.04387 2.34299
C 2.57719 0.00815 3.68598
N 1.71305 0.13074 4.67580
C 3.14651 -0.03371 1.22108
C 4.52978 0.00102 1.25559
C 5.25655 0.11636 0.06785
C 4.53809 0.21700 -1.12809
C 3.16053 0.11112 -1.11421
N 2.50890 -0.02410 0.04493
C 2.25850 0.11741 -2.26139
C 2.65336 0.34431 -3.57517
N 1.82180 0.36311 -4.59975
C 0.53640 0.15031 -4.31044
C 0.10047 -0.07643 -3.02366
N 0.93933 -0.10864 -1.98645
C 6.73325 0.09249 0.06651
C 7.48253 0.14964 1.24422
C 8.86208 0.06674 1.19239
N 9.55946 -0.05601 0.06748
C 8.85465 -0.09091 -1.05953
C 7.47430 -0.02599 -1.11182
H -0.28497 0.37701 5.11883
H -1.01631 0.21843 2.72891
H 3.62100 -0.04985 3.97392
H 5.03540 -0.06584 2.20613
H 5.04367 0.37317 -2.06741
H 3.69722 0.52058 -3.80630
H -0.15516 0.16157 -5.14198
H -0.94611 -0.25336 -2.81395
H 7.00711 0.26366 2.20740
H 9.44455 0.10022 2.10676
H 9.43176 -0.18171 -1.97324
H 6.99385 -0.08341 -2.07748
C -1.35507 -0.66163 -0.20479
Ge -3.20786 -0.14857 0.07692
C -4.09986 -1.27492 1.44305
C -3.68433 -1.25434 2.77239
C -4.27635 -2.07594 3.71954
C -5.29913 -2.93586 3.34651
C -5.72638 -2.96441 2.02711
C -5.12931 -2.13969 1.08511
C -4.06334 -0.60274 -1.66166
C -3.78911 -1.83974 -2.24963
C -4.20663 -2.13334 -3.53878
C -4.91777 -1.19059 -4.26833
C -5.23761 0.02637 -3.68501
C -4.81459 0.31377 -2.39433
C -3.72405 1.70661 0.49650
C -3.52921 2.70607 -0.45698
C -4.05476 3.97409 -0.27317
C -4.73365 4.28281 0.89639
C -4.90103 3.30930 1.87005
C -4.41937 2.02452 1.65900
H -1.44508 -1.53957 -0.86680
H -2.88133 -0.59103 3.07227
H -3.93770 -2.05113 4.74821
H -5.76374 -3.57983 4.08239
H -6.53011 -3.62790 1.73254
H -5.45996 -2.17045 0.05328
H -3.23928 -2.59025 -1.68991
H -3.96371 -3.09175 -3.98087
H -5.21649 -1.40246 -5.28726
H -5.80501 0.76022 -4.24427
H -5.07140 1.26790 -1.95156
H -2.96305 2.48186 -1.35411
H -3.94075 4.72189 -1.04762
H -5.12635 5.28028 1.04846
H -5.41980 3.54753 2.79038
H -4.59369 1.26101 2.40783
S 2.25086 8.51554 0.42143
C 1.59390 7.00673 0.19880
S 2.62321 5.60268 0.17325
C 1.20475 4.54716 -0.13118
N 0.11722 5.23819 -0.16585
N 0.30758 6.59802 0.00751
C -0.87321 7.38407 -0.11788
C -0.92380 8.75816 0.11646
C -2.11995 9.44693 -0.02825
C -3.27918 8.78975 -0.40242
C -3.22947 7.42522 -0.64439
C -2.04545 6.72401 -0.50417
S 1.44361 2.89821 -0.38455
H -0.04028 9.29416 0.40834
H -2.13639 10.51385 0.15497
H -4.21213 9.33033 -0.50445
H -4.12648 6.90214 -0.95181
H -2.01214 5.66153 -0.68359
C -0.30102 -3.19925 2.61288
C -0.64223 -4.48459 1.86830
C -1.92583 -4.29928 1.04998
C 0.45286 -5.00624 0.95890
C 0.61630 -6.38518 0.95687
C 1.52277 -7.03485 0.13784
C 2.29252 -6.26044 -0.71621
C 2.17383 -4.88388 -0.76801
C 3.09215 -4.14209 -1.71584
C 4.05402 -3.25256 -0.92354
C 2.29559 -3.34523 -2.75004
C 1.23230 -4.17090 0.07725
O 1.14320 -2.88003 0.03478
H -1.10404 -2.94596 3.31211
H -0.19569 -2.39088 1.89618
H 0.63378 -3.30516 3.16903
H -0.84221 -5.26579 2.60999
H -1.79031 -3.47166 0.35178
H -2.76824 -4.06426 1.70430
H -2.15552 -5.20777 0.49162
H 0.00763 -6.97628 1.63617
H 1.62887 -8.11244 0.16769
H 3.01725 -6.74854 -1.36270
H 3.69128 -4.88620 -2.25184
H 3.48096 -2.54936 -0.32274
H 4.71963 -2.69964 -1.59461
H 4.66591 -3.86137 -0.25518
H 1.62838 -2.65861 -2.23605
H 1.69525 -4.02039 -3.36288
H 2.95995 -2.77772 -3.41106
*
```



[4]
Formula: C57H51ClCuN3OP3S2
Source: OMol25
Level of theory: ωB97M-V with the def2-TZVPD basis set

The HOMO-LUMO gap comes out at 6.637 eV.

```
! RIJCOSX wB97M-V def2-TZVPD def2/J DEFGRID3
* xyz -1 1
Cu -1.64696 0.68723 -0.32226
C -0.97994 -2.68476 1.64506
N 0.36713 -2.99067 2.01797
C 1.36176 -2.88385 0.97130
P 0.79613 -1.85977 -0.49390
C 2.41469 -1.34760 -1.16034
C 3.44623 -0.88414 -0.34984
C 4.58764 -0.34167 -0.91331
C 4.69387 -0.21024 -2.28679
C 3.66055 -0.64510 -3.09982
C 2.52962 -1.20763 -2.54335
C 0.38576 -3.25495 -1.62702
C -0.95058 -3.51890 -1.89915
C -1.31505 -4.54458 -2.75176
C -0.33943 -5.34001 -3.32536
C 0.99614 -5.09501 -3.05046
C 1.35904 -4.05955 -2.21027
C 0.70402 -3.60606 3.20170
C 2.00534 -4.09339 3.40996
C 2.37101 -4.69437 4.59724
C 1.46463 -4.83741 5.63263
C 0.17332 -4.37855 5.44206
C -0.20546 -3.78255 4.25683
P -1.32197 -0.83327 1.34228
C -2.92875 -0.73590 2.21523
C -3.90641 -1.69143 1.94146
C -5.14273 -1.62927 2.55538
C -5.42968 -0.59737 3.43306
C -4.48856 0.39417 3.65741
C -3.25136 0.33414 3.04496
C -0.26610 0.01502 2.54838
C -0.19565 -0.38235 3.87962
C 0.49602 0.38413 4.79697
C 1.09872 1.56635 4.39760
C 1.03307 1.96318 3.07297
C 0.36433 1.18652 2.14213
H -1.68684 -3.04534 2.39112
H -1.20426 -3.19272 0.69591
H 1.66394 -3.88312 0.61279
H 2.24518 -2.37760 1.37463
H 3.36455 -0.91540 0.72950
H 5.38580 0.00838 -0.27160
H 5.55934 0.26763 -2.71944
H 3.72655 -0.51907 -4.17083
H 1.71899 -1.53472 -3.18316
H -1.71724 -2.90868 -1.44857
H -2.35778 -4.70763 -2.98014
H -0.61391 -6.14907 -3.98664
H 1.75479 -5.72016 -3.49960
H 2.40314 -3.85375 -2.02363
H 2.74759 -4.01472 2.63290
H 3.38230 -5.06085 4.70895
H 1.75395 -5.30116 6.56329
H -0.56083 -4.48640 6.22848
H -1.23166 -3.45771 4.17192
H -3.69805 -2.48742 1.23645
H -5.88507 -2.38829 2.34796
H -6.39242 -0.55393 3.92141
H -4.72153 1.21940 4.31541
H -2.53036 1.12308 3.20278
H -0.69688 -1.28129 4.20030
H 0.54763 0.07003 5.83026
H 1.61404 2.18192 5.12128
H 1.50161 2.88723 2.76881
H 0.31654 1.48920 1.10211
S 4.26242 3.18821 -2.91296
P 3.11178 3.22150 -1.31954
S 1.54453 2.02995 -1.23430
C 4.15578 2.99735 0.17800
C 3.81839 2.11392 1.18903
C 4.63911 1.98354 2.29567
C 5.80431 2.72610 2.38504
C 6.14504 3.60666 1.36964
C 5.32163 3.74360 0.27037
C 2.51666 4.92816 -0.96638
C 2.62145 5.93324 -1.91367
C 2.09998 7.18809 -1.65089
C 1.47216 7.43793 -0.44269
C 1.35968 6.43120 0.50387
C 1.87862 5.17918 0.24117
H 2.90805 1.53815 1.10146
H 4.36585 1.30509 3.09438
H 6.45273 2.62185 3.24500
H 7.05393 4.18925 1.43997
H 5.57375 4.42047 -0.53420
H 3.12237 5.71706 -2.84780
H 2.17499 7.97749 -2.38763
H 1.06173 8.41815 -0.23903
H 0.85763 6.62685 1.44276
H 1.78603 4.38080 0.96449
Cl -5.07917 0.71747 -0.28535
C -4.54941 1.51830 -1.75168
C -5.28259 1.29539 -2.89747
C -4.86857 1.85187 -4.09483
C -3.70746 2.61354 -4.11361
C -2.98832 2.82924 -2.96018
C -3.38698 2.30141 -1.71857
C -2.59453 2.47674 -0.50810
H -6.17975 0.69745 -2.84067
H -5.43021 1.68148 -5.00117
H -3.36888 3.04192 -5.04729
H -2.07513 3.40668 -2.98977
H -3.23090 2.64650 0.36417
H -1.90043 3.31055 -0.61587
N -5.22347 -2.07195 -3.16589
C -4.23040 -1.99964 -4.08415
O -4.32375 -2.53642 -5.17235
C -3.00696 -1.26559 -3.65976
C -2.07795 -0.92442 -4.64197
C -0.92185 -0.25884 -4.27228
C -0.72422 0.04475 -2.93705
N -1.58734 -0.31773 -1.98959
C -2.70548 -0.95003 -2.34408
H -6.09219 -2.49607 -3.44886
H -5.22674 -1.49692 -2.34073
H -2.29700 -1.20453 -5.66168
H -0.17424 0.01492 -5.00136
H 0.15253 0.58929 -2.60941
H -3.35673 -1.22741 -1.52343
*
```